Below is C4H6O4P2 in the gas phase at a distorted geometry, with properties calculated with ωB97M-V/def2-TZVPD.

Calculated values
Net charge = 0
E_tot = -31008.663 eV
Relative energy (zero: lowest compared OMol25 entry of this formula, charge and spin) = 0.0 kJ/mol
SMILES = O=C1[C@@H](O)[C@H](O)C(=O)[PH]1=P

```
16
Properties=species:S:1:pos:R:3:nbo_charge:R:1
O -1.3844 2.1238 -1.1609 -0.456
C -0.7260 1.2570 -0.7446 0.424
C 0.1755 1.2065 0.5482 -0.013
O -0.3684 1.7013 1.7312 -0.709
C 0.5934 -0.2106 0.9291 -0.064
O 1.6400 -0.3647 0.0265 -0.665
C -0.5786 -1.0737 0.5530 0.329
O -1.2365 -1.9164 1.1330 -0.465
P -0.7658 -0.6772 -1.2951 0.472
P 0.2148 -2.1772 -2.5526 -0.260
H 1.1110 1.7107 0.2715 0.218
H -0.2645 2.6097 1.9019 0.492
H 0.6297 -0.2367 1.9825 0.217
H 1.7361 -1.3466 0.0643 0.492
H -2.1679 -0.8961 -1.4398 0.040
H 1.3916 -1.7097 -1.9482 -0.052
```

Below is a molecular structure, C32H25Cl2N6NaO4S, with properties calculated with ωB97M-V/def2-TZVPD.

Calculated values
Net charge = -2
E_tot = -91020.644 eV
Relative energy (zero: lowest compared OMol25 entry of this formula, charge and spin) = 7.2 kJ/mol

```
71
Properties=species:S:1:pos:R:3:mulliken_charge:R:1
Na 1.0089 -0.2366 0.6691 0.977
C 0.8149 -3.5727 0.3701 -0.926
O -0.0572 -2.4727 0.5812 -0.116
C -1.2851 -2.5025 0.0223 0.500
C -1.7679 -3.5598 -0.7412 -0.654
C -3.0505 -3.5032 -1.2770 -0.571
C -3.8527 -2.3965 -1.0594 -0.932
C -3.3693 -1.3402 -0.2966 0.122
C -2.1006 -1.3799 0.2603 0.243
N -1.5287 -0.3127 1.0047 0.418
N -2.4055 0.3958 1.5607 -0.435
C -2.0590 1.5359 2.2455 -0.478
C -0.7496 2.1369 2.2531 0.560
O 0.2547 1.6947 1.6656 -0.612
C -0.6303 3.3950 2.9936 -0.623
C -1.6744 4.0031 3.5830 -1.082
C -2.9933 3.4416 3.5294 1.115
C -4.0874 4.1028 4.1104 -0.765
C -5.3567 3.5789 4.0496 -0.554
C -5.5458 2.3504 3.3972 -0.666
C -4.4900 1.6801 2.8287 -0.698
C -3.1728 2.2034 2.8666 1.020
H 0.3817 -4.4884 0.7830 0.478
H 1.0237 -3.7051 -0.6943 0.426
H 1.7279 -3.3235 0.9031 -0.116
H -1.1443 -4.4222 -0.9258 0.395
H -3.4091 -4.3300 -1.8791 0.348
H -4.8433 -2.3422 -1.4946 0.358
H -3.9642 -0.4520 -0.1302 0.189
H 0.3672 3.8184 3.0187 0.392
H -1.5395 4.9438 4.1103 0.280
H -3.9084 5.0493 4.6120 0.339
H -6.1935 4.0993 4.5001 0.372
H -6.5394 1.9186 3.3437 0.383
H -4.6460 0.7304 2.3371 0.368
O 3.5103 -3.0312 -2.0353 -0.641
C 4.0270 -2.2270 -2.9754 0.004
C 5.0096 -2.7288 -3.8332 -0.628
C 5.5542 -1.9212 -4.8145 -0.280
C 5.1285 -0.6044 -4.9603 -0.753
C 4.1501 -0.1098 -4.1124 -0.149
C 3.5864 -0.8978 -3.1138 0.135
C 2.5125 -0.3799 -2.1983 0.430
O 2.1004 -1.1681 -1.2850 -0.414
N 2.1021 0.8444 -2.4485 -0.585
N 1.0093 1.1941 -1.6875 0.060
C 0.6820 2.4184 -1.7970 -1.018
C -0.5243 2.9820 -1.1664 1.030
C -0.4952 4.3025 -0.7145 -0.565
C -1.6251 4.8435 -0.1282 -0.518
C -2.7608 4.0584 -0.0212 -0.295
C -2.6972 2.7602 -0.5094 -0.169
N -1.6237 2.2270 -1.0797 -0.355
H 2.8491 -2.4167 -1.5352 0.291
H 5.3250 -3.7577 -3.7083 0.389
H 6.3175 -2.3222 -5.4726 0.352
H 5.5556 0.0272 -5.7297 0.357
H 3.7904 0.9066 -4.1999 0.429
H 1.3094 3.1002 -2.3782 0.392
H 0.4200 4.8751 -0.8010 0.353
H -1.6138 5.8556 0.2587 0.372
H -3.6619 4.4186 0.4578 0.411
H -3.5623 2.1083 -0.4264 0.379
S 3.8237 -2.7308 4.2917 -0.560
C 2.9819 -1.9136 3.1168 0.219
N 2.3866 -1.3486 2.2888 -0.747
Cl 4.9438 -6.8780 -0.4550 -0.235
C 5.0868 -5.1117 -0.1735 0.240
Cl 4.6135 -4.6498 1.4561 -0.098
H 4.4459 -4.6071 -0.8865 -0.181
H 6.1284 -4.8561 -0.3242 0.293
```

Below is a molecular structure, C26H21ClIrN4O3, with properties calculated with ωB97M-V/def2-TZVPD.

Calculated values
Net charge = +2
Multiplicity = 2
E_tot = -54750.467 eV
Relative energy (zero: lowest compared OMol25 entry of this formula, charge and spin) = 141.2 kJ/mol

```
56
Properties=species:S:1:pos:R:3:nbo_charge:R:1
Ir 0.7306 -1.3012 -0.3919 0.949
C 1.2667 -0.2645 3.7782 -0.701
C 1.3196 -0.6895 2.3551 0.377
N 0.5273 -0.2630 1.4133 -0.329
N -0.4186 0.6445 1.8580 -0.294
C -0.8502 1.5698 1.1226 0.537
O -0.2379 1.8139 -0.1377 -0.317
C -1.8876 2.5040 1.5920 -0.115
C -1.7783 3.8794 1.3915 -0.223
C -2.7516 4.7256 1.8927 -0.184
C -3.8367 4.2040 2.5884 -0.158
C -3.9406 2.8352 2.7985 -0.195
C -2.9653 1.9841 2.3076 -0.175
C 2.3580 -1.6502 1.9203 0.108
C 3.3352 -2.1524 2.7523 -0.174
C 4.3221 -2.9716 2.2085 -0.130
C 4.3015 -3.2385 0.8545 -0.195
C 3.2763 -2.7166 0.0733 0.078
N 2.3202 -1.9573 0.6037 -0.400
H 0.5467 0.5285 3.9371 0.271
H 2.2511 0.0689 4.1066 0.260
H 0.9942 -1.1266 4.3923 0.269
H -0.9137 4.3032 0.8946 0.215
H -2.6574 5.7943 1.7572 0.238
H -4.5958 4.8690 2.9776 0.242
H -4.7788 2.4314 3.3494 0.243
H -3.0316 0.9161 2.4712 0.235
H 3.3384 -1.9092 3.8039 0.248
H 5.0995 -3.3803 2.8389 0.254
H 5.0616 -3.8511 0.3920 0.256
H 3.1994 -2.9215 -0.9829 0.245
Cl -1.4626 -3.3929 -7.0077 0.060
C -0.8083 -3.1772 -5.4252 -0.085
C 0.2591 -3.9868 -4.9976 -0.127
C 0.8024 -3.8441 -3.7451 -0.221
C 0.3115 -2.8768 -2.8569 0.402
O 0.8516 -2.8229 -1.6476 -0.698
C -0.7630 -2.0567 -3.2873 -0.288
C -1.3290 -1.0460 -2.4869 0.430
O -0.9594 -0.6414 -1.3599 -0.641
C -1.3154 -2.2329 -4.5838 -0.133
H 0.6492 -4.7375 -5.6725 0.251
H 1.6098 -4.4837 -3.4170 0.236
H -2.2061 -0.5388 -2.9071 0.155
H -2.1379 -1.6072 -4.9063 0.232
C -2.5926 3.5940 -2.9605 -0.083
C -3.1042 2.5342 -2.2215 -0.213
C -2.3146 1.9282 -1.2707 0.066
N -1.0775 2.4045 -1.0700 0.013
C -0.5393 3.4170 -1.7632 0.079
C -1.2941 4.0319 -2.7346 -0.214
H -3.2041 4.0773 -3.7106 0.264
H -4.1097 2.1702 -2.3757 0.268
H -2.6239 1.0941 -0.6645 0.274
H 0.4738 3.6853 -1.5010 0.268
H -0.8649 4.8499 -3.2941 0.273
```

Below is C4H11N3O in the gas phase at a distorted geometry, with properties calculated with ωB97M-V/def2-TZVPD.

Calculated values
Net charge = 0
E_tot = -10842.858 eV
Relative energy (zero: lowest compared OMol25 entry of this formula, charge and spin) = 227.1 kJ/mol
SMILES = CNN[C@@H](C)C(N)=O

```
19
Properties=species:S:1:pos:R:3:nbo_charge:R:1
C -1.2117 -0.5628 1.8983 -0.427
N -0.4268 0.5908 1.4720 -0.517
N 0.9003 0.2200 0.9377 -0.473
C 0.9508 0.2053 -0.5339 -0.151
C 1.5951 -1.0821 -1.0391 -0.622
C -0.4954 0.3699 -1.1283 0.682
N -0.9350 1.6731 -1.2209 -0.854
O -1.1404 -0.5364 -1.6435 -0.607
H -0.6766 -1.1417 2.6591 0.185
H -1.4457 -1.2281 1.0624 0.178
H -2.1542 -0.2283 2.3426 0.204
H -0.9884 1.3133 1.0181 0.383
H 1.2320 -0.6617 1.3356 0.367
H 1.5512 1.0602 -0.8655 0.184
H 2.4677 -1.3650 -0.4400 0.209
H 1.9385 -0.9626 -2.0726 0.218
H 0.9238 -1.9476 -1.0244 0.233
H -0.3380 2.4458 -0.9562 0.398
H -1.7472 1.8379 -1.8014 0.409
```

Which formula does entry 4 have?
C4H11N3O

What is the E_tot in the third record?
-54750.467 eV

Among the records above, which one has the highest E_tot?
C4H11N3O

What is the formula in the second record?
C32H25Cl2N6NaO4S